ORCA calculation (the ωB97M-V functional and the def2-TZVPD basis) on C32H40BeCoF24N6O34 as an isolated structure at a distorted geometry.

As for the multiplicity: 4. The calculation puts the LUMO energy (spin up / spin down) at 0.0412 / 0.0411 Ha. As for the charge: -2. As for the energy: -215611.0455 eV.

Geometry as XYZ:
```
138
Properties=species:S:1:pos:R:3:forces:R:3
Co 7.204990 -19.094550 -9.767330 0.0829 1.9993 2.2746
Be 7.144720 -20.504790 -15.893910 -0.5221 -0.6567 0.8276
N 4.132480 -19.155920 -8.915950 -0.1106 2.7973 1.8686
O 3.111910 -19.637980 -9.333100 -2.0707 -2.0516 -1.6104
O 5.227070 -19.479560 -9.432550 1.4058 -1.0670 -0.9729
O 4.059800 -18.307220 -8.028760 0.9601 -0.2521 0.0396
N 7.593100 -18.046880 -6.655640 0.1952 6.5915 -0.1285
O 6.589680 -17.538990 -6.097560 0.8769 -0.7535 1.5407
O 7.414070 -18.841600 -7.512390 -1.5008 -6.4371 -3.8982
O 8.707430 -17.480640 -6.695830 0.5176 -0.1446 2.3307
N 7.238950 -20.123800 -12.831570 -1.5959 1.2143 -0.2158
O 8.075630 -20.634210 -13.513980 4.2936 -2.7404 -4.5470
O 7.477690 -19.879620 -11.703930 1.2514 0.5328 4.4188
O 6.197700 -19.833290 -13.334220 -3.9781 1.0983 -2.2732
N 6.305400 -21.797320 -18.559840 1.3980 -2.0002 -1.6538
O 7.213050 -22.198560 -17.870310 4.3525 -4.4062 1.7329
O 5.888180 -22.274780 -19.606890 0.0635 -0.9483 -0.3150
O 5.903420 -20.798650 -18.116780 -5.1514 8.4535 2.2775
N 6.820970 -15.941110 -9.186830 1.5376 -1.6119 2.2316
O 5.723600 -15.712160 -8.753780 -1.8184 3.1967 0.9408
O 6.883890 -17.019210 -9.769630 0.5036 -4.0051 -4.0720
O 7.905940 -15.421980 -8.931770 -0.5803 2.2017 -0.0587
N 10.315120 -17.840330 -9.847120 -1.2845 4.9599 2.3926
O 10.426450 -16.824750 -9.116620 0.3118 -1.4188 -0.1759
O 9.306420 -18.509410 -9.832720 -3.1902 -3.0156 0.6908
O 11.106530 -18.056790 -10.703990 4.3027 -1.4246 -3.4705
C 13.229980 -21.084520 -13.194670 -0.3571 -1.2339 -0.2577
C 12.016160 -20.939690 -14.096830 -0.3558 0.2750 -0.4671
O 12.019110 -21.906470 -15.193460 0.0326 -1.5405 -2.0015
C 10.933270 -22.103710 -15.969570 -1.1404 2.3867 1.4773
O 9.874940 -21.478080 -15.855080 2.1436 -1.5014 -0.5514
C 11.091810 -23.190840 -17.095940 0.3042 -0.4068 0.1635
F 10.282840 -24.227780 -16.822380 -0.0070 0.2733 0.1308
F 10.767310 -22.736230 -18.309860 -0.2074 0.4411 0.4499
F 12.333550 -23.675580 -17.206790 0.0463 0.1793 0.3731
H 14.179530 -20.954480 -13.713850 -0.1510 0.4642 -0.2093
H 13.289620 -22.109220 -12.827860 -0.1784 0.0076 0.4007
H 13.129230 -20.383940 -12.365740 0.0090 -0.0123 -0.0477
H 12.116420 -19.956880 -14.557400 -0.6783 0.0272 -0.0108
H 11.033590 -21.138840 -13.669050 0.2021 0.7969 0.7020
C 12.946490 -18.596300 -17.325530 0.2208 -0.1794 -0.0651
C 11.434100 -18.420440 -17.291430 1.5086 -1.5239 1.7244
O 10.979590 -19.127570 -18.494660 0.2032 1.4089 0.0258
C 9.752200 -19.559840 -18.577790 -1.4620 0.0333 1.0086
O 8.900720 -19.522620 -17.706220 0.9216 -0.1659 -1.1912
C 9.428400 -20.056600 -20.028540 -1.5857 -0.1907 -0.9827
F 9.165850 -21.374820 -20.110290 0.4005 0.9900 0.3859
F 8.284660 -19.399030 -20.413290 0.7021 -0.4354 0.5366
F 10.330450 -19.750200 -20.969280 0.2290 -0.1514 0.7277
H 13.478480 -18.143800 -16.488680 -0.4186 0.2913 0.1442
H 13.350920 -18.151080 -18.234560 0.0461 -0.1201 -0.0617
H 13.214860 -19.651480 -17.274010 -0.0572 -0.0763 -0.2915
H 11.243770 -17.379310 -17.030800 -0.9609 0.2824 -1.5162
H 11.046620 -18.950120 -16.421150 -0.2411 -0.2584 -0.1165
C 3.160410 -23.668140 -18.088730 -0.2096 0.5066 1.2480
C 2.994820 -22.342000 -17.287920 -0.3931 0.9786 -1.9528
O 2.812450 -22.408150 -15.892990 0.8427 -0.5187 2.2546
C 3.712740 -21.949410 -14.994370 0.4073 -0.6786 -0.6973
O 4.806350 -21.486320 -15.196820 -0.3113 0.0741 -0.6749
C 3.277410 -22.225360 -13.514540 -0.5498 1.8669 -1.2930
F 4.249220 -22.924610 -12.958290 -0.2549 -0.0627 0.5510
F 3.055400 -21.048090 -12.888220 0.7660 -0.9187 -0.1546
F 2.122210 -22.862290 -13.516500 -0.2835 -0.9271 0.5184
H 2.181590 -24.099040 -18.299280 0.0510 -0.2476 0.3783
H 3.763410 -24.313500 -17.449970 -0.0250 -0.4375 -0.3463
H 3.633630 -23.531400 -19.061080 0.2890 0.3647 0.3004
H 2.033690 -21.908190 -17.563890 0.1280 0.2077 -0.4653
H 3.781250 -21.628700 -17.534540 0.1069 -0.0974 0.1001
C 1.205270 -18.757130 -13.912820 -1.3817 -0.0315 0.4226
C 1.187260 -18.653290 -15.394600 3.0138 0.0805 -0.3422
O -0.014740 -18.865010 -16.064270 -2.3023 -0.2328 -1.1086
C -0.528690 -20.064880 -16.337430 2.2022 -2.2277 2.7831
O -0.025720 -21.157220 -16.000220 -1.7149 3.2709 -1.5809
C -1.939430 -19.952320 -16.977320 0.5301 -0.1457 0.4083
F -1.889630 -20.507860 -18.165240 -0.0461 -0.9918 -1.1543
F -2.840590 -20.620270 -16.229490 0.3343 0.5906 -0.2567
F -2.331170 -18.702900 -17.189460 -0.2943 0.2986 0.6407
H 0.464780 -18.050460 -13.538120 0.0431 0.1291 0.2802
H 2.181240 -18.454910 -13.533040 -0.0981 -0.3893 0.0709
H 0.870080 -19.742380 -13.588750 0.4744 -0.0299 0.2125
H 1.971090 -19.271080 -15.832830 -0.1049 -0.6209 -0.0641
H 1.555160 -17.659530 -15.649900 -0.6528 0.3123 -0.2832
C 6.422630 -26.823430 -16.798640 -0.0043 -1.9897 -0.0831
C 6.743500 -25.406740 -16.501240 0.7797 0.7266 -1.2727
O 7.206730 -25.324480 -15.169080 -0.0628 1.2461 1.7136
C 7.499620 -24.154460 -14.576680 -1.3701 2.6230 -2.6103
O 7.395670 -22.961760 -14.973050 0.2123 -4.7311 0.7080
C 7.993860 -24.416280 -13.183840 0.0749 2.4513 1.2017
F 7.268370 -23.581380 -12.391620 -0.0809 -1.2868 0.1465
F 8.054310 -25.641160 -12.737100 -1.0243 -0.9089 0.1869
F 9.225620 -23.962040 -13.113580 1.7736 0.5668 -0.1786
H 5.546300 -27.207860 -16.276750 -0.2731 0.3750 -0.0428
H 7.188080 -27.547630 -16.519850 0.5159 0.4066 0.4199
H 6.326290 -27.079950 -17.853630 -0.3732 0.7067 -0.1809
H 5.889240 -24.767260 -16.723490 0.1051 0.2637 0.4057
H 7.604030 -25.041330 -17.061650 -0.3152 0.0133 -0.6389
C 8.814620 -14.481180 -17.311130 1.1124 0.2225 0.3365
C 8.389840 -15.799070 -16.698610 -1.4207 0.6711 -2.4868
O 9.219820 -16.144710 -15.669410 1.2315 -0.8105 2.1847
C 9.001900 -17.228650 -14.911030 -1.8345 -1.6499 -0.7168
O 8.230010 -18.173880 -15.154200 2.0296 2.6638 0.2714
C 9.882780 -17.198240 -13.623160 -1.3476 -0.1785 0.9692
F 10.701440 -16.192170 -13.493660 0.3934 1.2939 -0.5124
F 9.063130 -17.183550 -12.554410 0.6134 -0.6180 -1.1219
F 10.649800 -18.273540 -13.719740 0.0770 -1.1136 0.3881
H 8.182940 -14.216470 -18.159070 -0.3010 0.2006 0.3909
H 9.814960 -14.564420 -17.735970 0.1717 -0.3224 -0.1007
H 8.955130 -13.705960 -16.557870 -0.6556 0.2332 -0.0912
H 8.472830 -16.479060 -17.546450 -0.3287 -0.7576 0.3032
H 7.356140 -15.723540 -16.361160 0.0058 -0.2702 0.0325
C 5.713760 -16.882210 -19.386740 -0.0110 -0.7254 -0.1911
C 4.533070 -17.364180 -18.535320 0.4084 0.5310 -0.1728
O 4.540100 -16.687340 -17.205060 -0.4037 -0.4218 0.3976
C 4.957430 -17.304540 -16.078980 0.9540 -2.9959 -2.5524
O 5.507970 -18.425990 -16.121720 -1.4630 2.9757 0.7877
C 4.747940 -16.437870 -14.780920 -1.2588 -0.7657 -0.5822
F 5.963860 -16.174110 -14.386220 0.8723 1.5736 0.2016
F 3.907380 -15.369140 -14.964610 1.6893 -0.4321 -0.3908
F 4.183240 -17.119260 -13.825750 -0.5384 -1.0927 0.4951
H 5.490300 -17.092960 -20.432570 -0.2690 -0.0624 -0.0914
H 6.632120 -17.446160 -19.223430 0.0566 0.1795 0.4680
H 5.884410 -15.806410 -19.346530 -0.0721 -0.0486 0.3784
H 4.419060 -18.447360 -18.492700 0.6777 -0.0153 0.6355
H 3.631420 -17.064260 -19.069340 -0.2226 0.6010 0.6688
C 10.706420 -22.435920 -10.344030 0.1911 -0.0295 0.8902
C 10.259980 -22.314630 -8.870890 -0.7610 2.7291 -1.2265
O 8.978960 -22.944960 -8.540270 -0.0102 -0.3645 0.3000
C 7.805170 -22.312980 -8.728040 1.0980 3.1528 -1.6955
O 7.631280 -21.209310 -9.245180 0.8340 -2.6764 1.3218
C 6.580170 -23.158040 -8.365390 -0.5570 3.1180 0.6914
F 6.949800 -24.279230 -7.852890 -0.0511 -2.3801 0.2304
F 5.804920 -22.525390 -7.436980 0.7004 -0.3949 -0.6933
F 5.854390 -23.242630 -9.473250 -0.1868 -0.9990 -0.0967
H 11.687410 -21.961060 -10.327950 0.4143 -0.4067 -0.0355
H 10.213450 -21.834130 -11.107530 -0.8534 -0.1906 0.3976
H 10.764300 -23.490440 -10.613750 0.1840 0.0688 -0.2987
H 10.140730 -21.252650 -8.656240 -0.4555 0.3094 -0.2958
H 11.110920 -22.478040 -8.209600 -0.6563 -1.5590 0.3870
```
Positions in Å, forces in eV/Å.

Results of the Mulliken charge analysis, in e, for atoms 1 through 5:
1 Co 1.660
2 Be 1.583
3 N 0.573
4 O -0.682
5 O -0.288